(1)
Below is a 2-piece molecular cluster, C28H29F6N3O2 overall in a non-equilibrium geometry, with properties calculated with ωB97M-V/def2-TZVPD.

Calculated values
E_HOMO   -5.91 eV
HOMO-LUMO gap   3.43 eV
M   553.5 g mol⁻¹

```
! wB97M-V def2-TZVPD RIJCOSX def2/J DEFGRID3
* xyz 0 1
C -2.0930 -4.2304 -4.1102
N -1.6752 -2.8511 -4.1419
C -1.4409 -2.2842 -5.4689
C 0.0318 -2.2641 -5.7316
F 0.3926 -1.8025 -6.9553
F 0.6558 -1.4723 -4.7885
F 0.5568 -3.5227 -5.5808
C -1.5677 -2.0864 -3.0026
C -2.2387 -0.8445 -2.9111
C -2.0599 -0.0496 -1.8003
C -1.1431 -0.4011 -0.7669
C -1.0286 0.4072 0.3908
C -0.5330 -0.0246 1.6432
C -0.2598 0.9221 2.6808
C 0.4333 0.5668 3.8137
C 0.8126 -0.7874 4.0250
N 1.5237 -1.1578 5.1622
C 2.7688 -0.4997 5.5089
C 0.8824 -1.8658 6.2732
C 0.8903 -3.3533 6.0907
F 0.7560 -4.0357 7.2678
F -0.1419 -3.7413 5.2667
F 2.0576 -3.7766 5.5027
C 0.4337 -1.7633 3.0682
C -0.2977 -1.3958 1.9594
C -0.3818 -1.5899 -0.9571
C -0.7219 -2.5030 -1.9365
H -2.7554 -4.4030 -3.2507
H -2.6583 -4.4587 -5.0219
H -1.2310 -4.9080 -4.0422
H -1.9190 -2.9333 -6.2083
H -1.8183 -1.2544 -5.5205
H -2.9194 -0.5784 -3.7266
H -2.6362 0.8671 -1.6967
H -1.3955 1.4317 0.3177
H -0.6041 1.9478 2.5521
H 0.6815 1.2929 4.5963
H 2.8939 0.4258 4.9317
H 2.7730 -0.2440 6.5758
H 3.6215 -1.1691 5.3095
H 1.4406 -1.6388 7.1853
H -0.1698 -1.5568 6.3541
H 0.7436 -2.8006 3.2125
H -0.6694 -2.1827 1.3081
H 0.4592 -1.8071 -0.3018
H -0.2746 -3.5017 -1.9661
C 0.2373 1.9486 -5.0629
C -0.4624 2.4290 -3.8192
O 0.5427 2.4739 -2.7887
C 0.0900 3.0147 -1.6218
C 1.1685 3.2313 -0.6957
C 0.9986 3.8316 0.5582
C -0.2323 4.4459 0.9658
C -0.3518 4.9466 2.2595
N 0.6219 4.8725 3.1715
C 1.7974 4.3484 2.8081
C 2.0476 3.8359 1.5384
O -1.1237 3.2204 -1.4516
H -0.5161 1.7378 -5.8250
H 0.9130 2.7245 -5.4439
H 0.8325 1.0478 -4.8822
H -0.8873 3.4334 -3.9902
H -1.2646 1.7309 -3.5321
H 2.1605 2.9412 -1.0182
H -1.0731 4.4964 0.2806
H -1.2840 5.4236 2.5749
H 2.5873 4.3375 3.5667
H 3.0232 3.4063 1.2980
*
```



(2)
Below is C28H29FO18Si2 as an isolated structure, with properties calculated with ωB97M-V/def2-TZVPD.

Calculated values
E_HOMO   -9.47 eV
HOMO-LUMO gap   7.86 eV
M   728.7 g mol⁻¹

```
! wB97M-V def2-TZVPD RIJCOSX def2/J DEFGRID3
* xyz 0 1
C 0.6688 0.0202 2.3705
C 0.2022 1.1682 1.4822
C -0.6726 0.7184 0.3084
O -1.5252 -0.3828 0.6005
C -2.8868 -0.0481 0.8103
Si -3.2928 0.5812 2.5455
F -3.8744 -0.6166 3.4166
O -4.4484 1.7813 2.4980
Si -3.8267 3.3168 2.2327
H 1.6095 -0.3726 2.0003
H -0.0360 -0.8049 2.4023
H 0.8057 0.3605 3.3938
H -0.3539 1.9112 2.0544
H 1.0556 1.6966 1.0706
H -1.2387 1.5478 -0.1089
H -0.0106 0.3816 -0.4931
H -3.2716 0.6190 0.0342
H -3.4496 -0.9793 0.7093
H -2.1193 1.1194 3.2542
H -2.6280 3.1901 1.3717
H -4.8293 4.1255 1.5236
H -3.4066 3.9369 3.5018
C 4.0662 5.7876 3.5376
C 3.0237 5.1246 3.0227
C 3.1698 4.1920 1.8531
O 2.1681 3.6212 1.4616
C 4.4848 4.0248 1.2591
C 5.5278 4.6891 1.7725
C 5.3862 5.6086 2.9545
O 6.3904 6.1591 3.3629
O 6.7599 4.5931 1.2899
O 1.7877 5.2299 3.4964
H 3.9717 6.4586 4.3793
H 4.5770 3.3609 0.4113
H 7.3143 5.1716 1.8489
H 1.2368 4.6390 2.9471
C 1.1226 -4.3163 2.1502
C 1.0270 -5.6367 2.3494
C 2.2167 -6.4762 2.7262
O 2.0350 -7.6656 2.9023
C 3.5108 -5.8247 2.8554
C 3.6067 -4.5051 2.6535
C 2.4131 -3.6638 2.2969
O 2.5861 -2.4693 2.1439
O 4.7487 -3.8340 2.7510
O -0.1116 -6.3097 2.2343
H 0.2733 -3.7037 1.8802
H 4.3622 -6.4380 3.1140
H 4.5285 -2.9015 2.5611
H 0.1040 -7.2406 2.4367
C -0.0712 2.2336 -3.4997
C 0.5578 2.0846 -4.6717
C -0.1517 1.5931 -5.9031
O 0.4974 1.5019 -6.9284
C -1.5588 1.2508 -5.7979
C -2.1850 1.3927 -4.6242
C -1.4832 1.9075 -3.4007
O -2.1342 2.0337 -2.3791
O -3.4666 1.0933 -4.4459
O 1.8451 2.3581 -4.8469
H 0.4297 2.5906 -2.6107
H -2.0570 0.8804 -6.6828
H -3.6608 1.2957 -3.5105
H 2.0346 2.1656 -5.7858
C -2.6410 -2.2717 -1.9098
C -3.4030 -3.2991 -1.5149
C -3.9023 -4.3402 -2.4781
O -4.5771 -5.2473 -2.0308
C -3.5558 -4.2029 -3.8851
C -2.7958 -3.1742 -4.2794
C -2.2804 -2.1494 -3.3093
O -1.5854 -1.2521 -3.7523
O -2.4370 -2.9748 -5.5431
O -3.7761 -3.4830 -0.2535
H -2.2666 -1.5203 -1.2260
H -3.9307 -4.9472 -4.5731
H -1.8906 -2.1653 -5.5434
H -4.3130 -4.2990 -0.2448
*
```



- What is the HOMO-LUMO gap in the first record?
  3.43 eV



- What is the formula in the second record?
  C28H29FO18Si2